{
  "formula": "C2H3N3",
  "method": "ωB97M-V/def2-TZVPD",
  "species": ["N", "C", "N", "N", "C", "H", "H", "H"],
  "xyz": [[0.29472, 0.90836, 0.20494], [1.15277, -0.02536, -0.01943], [0.59968, -1.31020, -0.13886], [-0.66345, -1.18819, -0.09194], [-0.94336, 0.20131, 0.00824], [-0.80329, 0.71754, -0.97813], [2.20870, 0.15099, -0.16234], [-1.89526, 0.50637, 0.44419]],
  "forces_ev_per_a": [[0.82, -0.23, 0.70], [0.20, 0.37, 0.43], [-0.40, -0.06, -0.01], [0.39, 0.19, -0.42], [0.04, 0.65, -0.44], [-1.51, -0.78, -0.68], [0.01, -0.13, 0.18], [0.46, -0.02, 0.24]],
  "mulliken_charge": [-0.445, -0.023, -0.244, -0.192, -0.119, 0.266, 0.383, 0.373],
  "gap_ev": 10.38,
  "spin_multiplicity": 1,
  "e_lumo_ev": -0.10,
  "smiles": "C1=NCN=N1",
  "e_homo_ev": -10.485
}

{
  "formula": "C37H60AsFN3O4PRuSSe3Te",
  "method": "ωB97M-V/def2-TZVPD",
  "species": ["Ru", "Se", "Se", "Te", "Se", "C", "C", "N", "C", "C", "C", "O", "O", "C", "O", "C", "C", "C", "F", "C", "C", "C", "N", "C", "C", "N", "C", "C", "H", "H", "H", "H", "H", "H", "H", "H", "H", "H", "H", "H", "H", "H", "H", "H", "H", "H", "C", "As", "C", "C", "S", "H", "H", "H", "H", "H", "H", "H", "H", "H", "O", "P", "C", "C", "C", "C", "C", "C", "C", "C", "C", "C", "C", "C", "C", "C", "C", "C", "C", "C", "H", "H", "H", "H", "H", "H", "H", "H", "H", "H", "H", "H", "H", "H", "H", "H", "H", "H", "H", "H", "H", "H", "H", "H", "H", "H", "H", "H", "H", "H", "H", "H", "H"],
  "xyz": [[-0.98227, -1.81435, 0.71788], [-2.68500, -1.06812, 2.14924], [-3.60757, -2.78965, 3.49229], [-1.40282, -4.05754, 3.94495], [-0.78889, -4.12225, 1.47534], [-0.76523, 1.03461, -6.34625], [0.08299, 1.69992, -5.27395], [-0.30103, 1.29509, -3.91961], [0.30683, 0.21706, -3.36914], [0.07542, -0.27507, -2.12391], [0.83168, -1.54579, -1.75810], [1.77302, -1.85513, -2.48033], [0.40563, -2.24613, -0.78069], [-0.82651, 0.44127, -1.27392], [-1.00048, 0.23554, -0.06177], [-1.56685, 1.53929, -1.90535], [-2.57874, 2.16332, -1.17721], [-3.30445, 3.16941, -1.74832], [-4.24888, 3.79348, -1.01001], [-3.08480, 3.57954, -3.06901], [-2.08470, 2.95327, -3.79321], [-1.30306, 1.94200, -3.21999], [-3.85245, 4.59233, -3.71545], [-5.18736, 4.91959, -3.22769], [-5.87328, 5.80307, -4.28816], [-5.12711, 5.63297, -5.57855], [-3.76134, 6.25485, -5.47580], [-3.14967, 5.79587, -4.13960], [-0.45979, 1.37284, -7.33650], [-1.82508, 1.25760, -6.21442], [-0.64638, -0.04818, -6.30841], [0.03167, 2.78695, -5.33230], [1.13219, 1.43710, -5.39649], [1.05229, -0.27874, -3.97982], [-2.76652, 1.84844, -0.15815], [-1.94674, 3.23464, -4.82811], [-5.18605, 5.46234, -2.28004], [-5.74630, 3.99680, -3.08444], [-5.82411, 6.86311, -4.04698], [-6.91240, 5.52730, -4.44880], [-5.64514, 6.00990, -6.37102], [-4.98942, 4.62879, -5.72061], [-3.89302, 7.33348, -5.53053], [-3.19261, 5.91832, -6.34033], [-3.22909, 6.59137, -3.38841], [-2.09360, 5.58349, -4.27663], [-3.24706, -4.27550, -3.34860], [-2.33965, -4.28856, -1.64564], [-0.55147, -4.85735, -2.07571], [-3.22665, -5.69676, -0.67293], [-2.63787, -2.31606, -0.86296], [-3.21932, -5.27306, -3.78459], [-2.75059, -3.56701, -4.00866], [-4.27883, -3.96532, -3.19480], [-0.64797, -5.72271, -2.73245], [-0.02101, -5.12582, -1.16602], [-0.02447, -4.04608, -2.57181], [-3.42904, -6.52552, -1.35185], [-4.15654, -5.29025, -0.27999], [-2.59049, -6.00194, 0.15177], [0.64222, -1.20724, 1.87836], [1.95485, -1.14813, 2.61728], [2.97798, 0.19056, 1.85679], [2.12468, 1.12963, 0.99282], [1.37405, 2.15719, 1.83033], [2.34506, 2.97818, 2.67663], [3.20703, 2.07926, 3.56157], [3.92868, 1.01593, 2.73758], [1.49883, -1.05157, 4.37772], [2.61208, -0.93804, 5.44161], [2.04865, -0.41062, 6.76840], [0.65604, -0.98191, 7.01308], [-0.33955, -0.43255, 5.97836], [0.33843, -0.08319, 4.64434], [2.92396, -2.67109, 2.42502], [2.95315, -3.12991, 0.95777], [3.92824, -4.29281, 0.81176], [5.37871, -3.85492, 1.09244], [5.43313, -2.59046, 1.95628], [4.35160, -2.60707, 3.03393], [3.59060, -0.40208, 1.16916], [1.43103, 0.55245, 0.38616], [2.81140, 1.64834, 0.31312], [0.65406, 1.63875, 2.47062], [0.78705, 2.81147, 1.18015], [1.81012, 3.71135, 3.28425], [3.00280, 3.54483, 2.00678], [2.57584, 1.60079, 4.31143], [3.93919, 2.67484, 4.11141], [4.55178, 0.38260, 3.36976], [4.61819, 1.52411, 2.05388], [1.05038, -2.05240, 4.45866], [3.42798, -0.29458, 5.11156], [3.04646, -1.92668, 5.60864], [1.99405, 0.68255, 6.74634], [2.73226, -0.66949, 7.57867], [0.31312, -0.75740, 8.02384], [0.70746, -2.07351, 6.94169], [-0.82479, 0.46424, 6.37038], [-1.13345, -1.16039, 5.79632], [0.70281, 0.94551, 4.66646], [-0.39207, -0.14471, 3.83710], [2.33086, -3.41364, 2.97293], [3.25151, -2.31828, 0.28518], [1.95035, -3.41317, 0.64851], [3.84476, -4.72037, -0.18819], [3.63118, -5.08127, 1.51025], [5.90710, -3.67298, 0.15456], [5.91702, -4.66036, 1.59760], [5.31019, -1.70389, 1.32838], [6.41553, -2.49398, 2.42255], [4.47610, -1.75017, 3.69497], [4.49933, -3.48581, 3.66730]],
  "forces_ev_per_a": [[0.35, 0.28, -0.11], [-0.07, -0.01, 0.47], [0.74, -0.28, -0.04], [-0.60, 0.45, -0.68], [0.02, -0.20, 0.50], [-0.02, 0.00, -0.01], [-0.02, -0.02, 0.02], [0.01, 0.03, -0.02], [0.04, 0.05, -0.01], [-0.13, -0.02, 0.02], [-0.11, -0.02, 0.11], [0.06, -0.05, -0.12], [0.20, 0.01, -0.01], [0.20, 0.01, 0.05], [-0.32, -0.24, 0.02], [0.00, 0.01, 0.01], [0.02, 0.04, -0.03], [0.03, 0.05, 0.03], [0.00, 0.00, -0.01], [-0.03, -0.04, -0.02], [-0.01, -0.01, 0.01], [-0.02, -0.04, 0.00], [0.05, 0.06, -0.01], [-0.02, -0.03, -0.02], [0.01, 0.00, -0.05], [0.01, -0.03, 0.01], [-0.05, 0.00, -0.01], [0.01, 0.02, 0.02], [0.01, 0.01, 0.00], [0.00, 0.01, 0.00], [0.00, 0.00, 0.01], [0.01, 0.00, -0.01], [-0.01, -0.02, -0.01], [0.01, 0.00, 0.02], [0.00, 0.00, 0.00], [-0.01, 0.01, 0.00], [0.01, 0.00, 0.00], [0.01, -0.01, 0.01], [-0.01, 0.00, 0.02], [0.00, -0.01, 0.01], [0.00, 0.02, 0.02], [-0.02, 0.01, -0.02], [0.02, 0.00, -0.01], [0.02, -0.01, 0.02], [-0.01, 0.00, 0.00], [0.01, 0.00, 0.01], [0.01, 0.06, 0.03], [-0.01, -0.03, 0.02], [-0.08, 0.00, 0.06], [0.02, 0.03, -0.05], [-0.23, -0.09, -0.26], [0.00, 0.00, 0.00], [0.00, 0.00, 0.01], [0.00, -0.01, 0.00], [0.03, -0.01, 0.02], [0.01, 0.04, 0.02], [0.01, -0.01, 0.00], [0.01, 0.00, 0.01], [0.01, 0.00, 0.01], [0.00, 0.00, 0.03], [0.05, 0.04, -0.18], [-0.23, 0.00, 0.00], [0.04, -0.08, 0.01], [0.00, 0.01, 0.03], [0.00, -0.01, 0.01], [0.03, 0.00, -0.04], [0.00, 0.00, -0.02], [-0.03, 0.02, -0.03], [0.07, 0.00, 0.02], [-0.02, -0.01, 0.00], [0.00, -0.02, 0.01], [0.00, 0.00, -0.01], [-0.02, 0.00, 0.00], [0.00, 0.03, -0.03], [-0.01, -0.02, 0.00], [-0.01, 0.02, -0.03], [0.00, 0.01, 0.00], [-0.01, 0.00, 0.01], [0.01, 0.00, 0.01], [0.00, -0.03, 0.02], [0.03, 0.02, 0.01], [-0.01, -0.04, -0.01], [-0.01, 0.01, -0.01], [-0.01, 0.00, 0.01], [0.01, 0.00, -0.01], [-0.01, -0.03, 0.02], [-0.01, 0.02, 0.01], [-0.02, -0.02, 0.04], [0.01, 0.01, -0.02], [-0.02, -0.02, 0.03], [0.02, -0.01, 0.01], [-0.01, -0.01, 0.03], [0.00, 0.03, 0.00], [0.00, 0.00, -0.02], [-0.01, 0.00, -0.01], [-0.01, 0.00, 0.01], [0.01, 0.00, 0.00], [0.00, 0.00, -0.01], [0.00, 0.00, 0.00], [0.02, -0.01, 0.00], [0.02, 0.02, 0.04], [0.01, 0.00, -0.01], [-0.01, 0.02, 0.00], [0.00, 0.00, 0.01], [0.00, -0.01, 0.01], [0.01, 0.00, 0.00], [-0.01, 0.00, 0.00], [-0.01, 0.01, -0.01], [0.00, -0.01, -0.01], [-0.01, 0.00, -0.01], [0.00, 0.00, 0.00], [-0.02, 0.03, 0.01], [0.01, -0.01, -0.01]],
  "lowdin_spin": [0.722, 0.217, 0.027, 0.003, -0.020, 0.000, 0.000, 0.000, 0.000, 0.000, 0.003, 0.007, 0.015, -0.001, -0.002, 0.000, 0.000, 0.000, 0.000, 0.000, 0.000, 0.000, 0.000, 0.000, 0.000, 0.000, 0.000, 0.000, 0.000, 0.000, 0.000, 0.000, 0.000, 0.000, 0.000, 0.000, 0.000, 0.000, 0.000, 0.000, 0.000, 0.000, 0.000, 0.000, 0.000, 0.000, -0.001, -0.002, 0.000, 0.000, 0.002, 0.000, 0.000, 0.000, 0.000, 0.000, 0.000, 0.000, 0.000, 0.000, 0.016, 0.003, 0.000, 0.000, 0.000, 0.000, 0.000, 0.000, 0.002, 0.000, 0.000, 0.000, 0.000, 0.004, 0.000, 0.000, 0.000, 0.000, 0.000, 0.000, 0.000, 0.000, 0.000, 0.000, 0.000, 0.000, 0.000, 0.000, 0.000, 0.000, 0.000, 0.000, 0.000, 0.000, 0.000, 0.000, 0.000, 0.000, 0.000, 0.000, 0.000, 0.006, 0.000, 0.000, 0.000, 0.000, 0.000, 0.000, 0.000, 0.000, 0.000, 0.000, 0.000],
  "gap_ev": [4.63, 4.66],
  "spin_multiplicity": 2,
  "e_lumo_ev": [-3.29, -3.29],
  "s_squared": 0.759,
  "e_homo_ev": [-7.919, -7.951],
  "total_charge": 1
}

{
  "formula": "C14H8ClF4N5",
  "method": "ωB97M-V/def2-TZVPD",
  "species": ["F", "F", "F", "F", "Cl", "N", "N", "N", "N", "C", "C", "C", "C", "C", "C", "C", "C", "C", "C", "C", "C", "N", "C", "C", "H", "H", "H", "H", "H", "H", "H", "H"],
  "xyz": [[2.48318, -2.94602, 1.43657], [4.43972, -1.00836, -1.18374], [3.60713, -3.00205, -0.85438], [2.61041, -1.73016, -2.28455], [2.44276, 1.14204, -1.76742], [0.11267, 4.18601, 0.28365], [0.80905, 3.27750, 0.91516], [-0.68161, 3.66542, -0.67823], [-1.94986, -2.05860, -0.25132], [-0.46157, 2.34525, -0.64150], [-3.03293, -1.84278, 0.51378], [-1.37158, -1.04628, -0.90779], [-3.51913, -0.54772, 0.75468], [1.26919, -1.02128, 2.11231], [0.72634, 0.22088, 1.78108], [-2.91113, 0.49289, 0.09939], [2.08765, -1.67730, 1.16318], [1.93659, 0.26608, -0.33182], [1.04290, 0.88224, 0.58410], [2.41435, -1.03023, -0.07791], [-1.85045, 0.26658, -0.77804], [0.46712, 2.12828, 0.31779], [3.26626, -1.71065, -1.07640], [-1.19486, 1.41481, -1.56197], [-3.52118, -2.67856, 0.97794], [-0.54862, -1.28569, -1.52648], [-4.34579, -0.34333, 1.42745], [1.06891, -1.52452, 3.07128], [0.13627, 0.63770, 2.56704], [-3.17842, 1.53181, 0.28942], [-1.92764, 1.97310, -2.13116], [-0.42571, 1.02296, -2.24210]],
  "forces_ev_per_a": [[-0.15, 1.31, -0.32], [-0.84, -0.73, -0.39], [-0.36, 1.15, 0.26], [0.84, 0.18, 0.71], [-0.44, -0.29, 0.78], [0.44, -0.17, 0.69], [-0.94, 1.02, -1.30], [0.79, -1.17, 0.94], [-0.46, -0.44, 0.05], [-0.55, 2.28, -0.29], [0.70, 1.31, -0.37], [-1.96, 0.66, 1.36], [0.01, -0.63, -0.05], [0.72, -0.66, -0.99], [1.12, -0.83, -0.04], [0.76, 0.87, -0.32], [-0.76, 0.85, -0.35], [-0.49, 0.33, 0.49], [0.90, -1.51, 0.61], [-0.73, -0.87, 2.12], [0.53, -0.29, -0.56], [-0.84, -0.80, -1.07], [0.99, -0.58, -1.51], [0.91, -1.09, 1.05], [0.10, -0.46, 0.07], [0.84, -0.21, -0.61], [0.07, -0.25, -0.06], [0.01, 0.37, -0.64], [-0.56, 0.75, -0.09], [-0.28, -0.19, -0.07], [0.03, 0.25, 0.02], [-0.42, -0.15, -0.10]],
  "mulliken_charge": [-0.293, -0.239, -0.267, -0.233, -0.142, -0.623, -0.302, -0.352, -0.620, 0.448, -0.378, -0.431, -0.445, -0.748, -0.280, -0.271, 0.486, 0.689, -0.397, 0.066, 0.625, 0.762, 0.472, -0.960, 0.386, 0.561, 0.397, 0.416, 0.540, 0.414, 0.369, 0.350],
  "gap_ev": 9.72,
  "spin_multiplicity": 1,
  "e_lumo_ev": -0.27,
  "smiles": "Fc1ccc(-n2nnnc2Cc2cccnc2)c(Cl)c1C(F)(F)F",
  "e_homo_ev": -9.986
}

Summary of energy in eV
-6590.4455; -341596.7458; -45489.4470
(order as listed above)